[1]
Molecular formula: C38H35BrIrNP2S
Method: DFT, wB97M-V/def2-TZVPD

Output
**Multiplicity**: 6
**HOMO-LUMO gap (alpha / beta)**: 5.846 / 4.347 eV
**Net charge**: +3
**⟨S²⟩**: 8.7875

Structure (XYZ):
```
79
Properties=species:S:1:pos:R:3:forces:R:3
H -0.6193 -2.4368 -2.2891 -0.1 -0.1 -0.3
H 2.2406 -3.3456 3.5478 0.2 0.3 0.2
C 0.4420 -3.6674 -0.7915 0.1 0.9 -0.6
C 0.3029 -2.3922 -1.7217 1.8 -0.6 -0.2
C -3.8708 -2.7090 2.3857 1.5 0.6 -0.9
C -0.3425 3.7966 4.7310 0.0 0.8 -0.7
H 4.2035 -1.3876 -0.5299 0.5 0.2 -0.4
H -0.2705 7.0257 1.0528 -0.1 -0.5 0.2
H 5.5281 2.7200 -3.0657 -0.7 -0.2 -0.2
H -1.4270 -4.6779 -1.3786 0.8 -0.2 -0.3
H -0.7510 5.7762 5.5834 0.5 -0.2 0.1
C 3.8319 1.2425 -0.5477 0.1 -0.2 1.7
C -4.2380 -2.1880 1.1479 -1.7 -0.3 0.0
H 0.9442 -1.7916 2.1663 0.4 -0.4 -0.3
C -2.5415 -2.4558 2.7560 -0.2 -0.4 0.8
C -0.2479 3.0903 1.0231 0.6 1.2 0.7
S 0.2987 -5.6689 -2.8214 -0.4 0.3 0.0
C -3.4411 1.0818 -3.4310 -0.3 0.2 0.2
H -0.3892 3.1977 5.6202 0.0 0.2 0.5
C -0.2973 3.8561 -0.1323 0.0 2.0 -2.3
H -1.9128 -6.3716 -3.4223 -0.1 0.3 -0.2
N 0.3420 -1.0821 -1.0971 -1.2 2.2 2.3
C 4.6934 2.1922 -2.5877 -1.0 -0.1 0.2
H -3.8199 -1.2894 -0.7194 0.6 0.0 0.6
C 2.7250 -2.8288 2.7303 0.8 -0.3 -1.3
H 5.6646 -2.6949 0.9908 0.6 -0.2 -0.3
H -2.9918 1.6796 0.3608 0.4 0.2 0.4
H -0.7476 -6.4436 -4.7780 0.1 -0.1 -0.4
H 1.7917 0.4421 -3.1794 -0.1 0.5 0.3
H -5.2897 -2.2800 0.8505 0.4 -0.1 0.0
C 3.5238 1.7298 -3.2766 0.9 0.4 0.8
H 3.9639 1.0640 0.5810 -0.3 0.3 -1.8
H 0.0931 -3.3686 0.2029 -0.2 -0.5 -0.1
C -3.0290 1.5410 -0.7042 0.5 -0.1 -0.8
Br 0.1276 1.2074 3.5355 -0.3 0.9 0.1
H -3.5803 0.9344 -4.4969 -0.1 -0.2 0.2
C 2.5020 -1.4174 0.7377 1.1 -1.1 0.4
H -4.3367 3.2272 -1.0000 -0.5 -0.6 0.3
P 1.5891 -0.1760 -0.1618 1.7 -2.3 -2.4
C -0.4540 5.2126 4.7024 -0.5 -1.6 0.5
C -0.2904 5.9251 1.0533 0.6 1.5 -0.9
H -1.9705 -0.4371 -3.2656 0.5 0.0 -0.2
C -0.3614 5.8787 3.4945 -0.1 0.5 -0.8
C -1.1169 -5.8460 -3.9632 0.4 1.1 0.9
Ir 0.1786 1.1500 0.8514 0.3 1.7 3.1
C 4.0907 -3.0167 2.4269 -0.2 0.0 -0.3
C -1.7700 -1.5998 1.9985 1.1 0.4 -0.5
H -1.3690 -4.7910 -4.2808 0.0 -1.2 0.3
H -0.2710 -5.6808 -0.5757 0.3 -1.1 0.9
H -5.0809 2.5287 -3.1523 0.4 0.2 -0.7
C -0.3364 -4.9081 -1.2942 -1.3 1.6 -0.8
P -1.0008 -0.2244 -0.2846 -2.3 -2.0 -2.4
C -2.4703 0.3597 -2.7451 0.2 0.3 0.8
C -0.2211 5.2718 -0.1756 -0.7 -1.8 0.9
C -3.9397 2.3056 -1.4248 0.5 0.3 0.3
H -0.8928 -1.1248 2.4690 -0.2 -0.8 -0.4
C -3.3882 -1.5425 0.2636 -0.4 -0.4 -0.4
C 4.7862 2.0080 -1.1983 0.3 0.0 0.1
C 1.9655 -2.0586 1.8544 -0.8 1.0 1.0
H 4.7218 -3.5502 3.1390 -0.1 0.1 -0.3
H -0.3714 3.3562 -1.0961 0.1 -0.1 0.1
C -2.0906 -1.2370 0.6711 -0.7 -0.7 1.1
C -0.3007 5.2299 2.2666 -0.3 -1.5 0.6
C -2.2206 0.5865 -1.3673 -0.6 0.2 -0.8
H -0.4063 6.9492 3.4413 0.0 0.4 0.3
C 2.5510 0.9644 -2.5935 1.0 -0.2 -0.6
C -4.2067 2.0340 -2.7516 0.1 -0.3 0.0
C -0.2043 3.1356 3.5130 0.0 0.2 -0.4
H 1.5019 -3.9107 -0.7105 0.0 0.0 0.2
C -0.2877 3.7955 2.2510 0.5 -0.4 0.8
C 4.6346 -2.5426 1.2065 -1.6 0.1 1.6
C 2.7465 0.6688 -1.2396 0.3 0.4 0.0
H 5.5991 2.4612 -0.5862 -0.6 -0.5 -0.8
H -4.5458 -3.2587 3.0143 -0.2 -0.1 0.1
H -0.2296 5.8322 -1.1024 0.1 -0.2 0.0
C 3.8246 -1.7697 0.3920 -0.4 0.3 -0.1
H -2.0747 -2.9218 3.6370 -0.6 0.6 -0.1
H 1.2170 -2.3879 -2.3833 -1.2 -0.2 0.1
H 3.3905 2.0234 -4.3266 0.1 -0.5 0.5
```
Positions in Å, forces in eV/Å.

[2]
Molecular formula: C38H35Cl2GeN2O5RuS2
Method: DFT, wB97M-V/def2-TZVPD

Output
**Multiplicity**: 5
**Energy above the lowest of the compared OMol25 structures with the same formula, charge and spin**: 20.1 kcal per mole
**HOMO-LUMO gap (alpha / beta)**: 7.046 / 5.559 eV
**Net charge**: +1
**⟨S²⟩**: 6.0189

Structure (XYZ):
```
86
Properties=species:S:1:pos:R:3:forces:R:3
C 4.4373 0.5029 1.3685 0.0 0.0 -0.1
H -4.4054 1.5944 -1.1748 0.0 0.0 0.0
H 3.9324 4.2296 -1.4694 0.0 0.0 0.0
C 1.0757 3.2913 0.0212 -0.2 -0.5 -0.1
C 5.4964 1.1040 2.0273 0.0 0.0 0.0
C 7.9351 1.7383 2.2160 -0.1 0.0 0.0
C 0.9760 -2.3827 2.4464 0.4 0.3 0.2
Cl -1.9815 -3.9806 0.3188 0.0 0.0 0.0
C 6.9933 0.4184 0.2882 0.0 0.0 0.0
H -0.7870 -5.7819 2.1436 0.0 0.0 0.0
S -0.0869 2.4255 -3.1991 0.6 -0.3 0.4
C 1.3913 -3.4509 3.2416 0.1 0.0 0.1
H -3.2277 -4.0319 -3.7953 0.0 0.0 0.0
C -4.0712 1.4430 1.8012 0.1 0.1 0.1
C -3.8764 -1.6955 -1.3761 0.0 0.0 0.2
H -1.3949 -0.5242 2.4849 0.1 -0.1 -0.1
H 7.6940 1.9389 3.2591 0.0 0.0 0.0
H 2.5651 -1.1511 3.2524 0.0 0.0 0.1
C -4.5828 1.5470 3.0866 0.0 0.0 0.0
Ru 0.1264 0.2250 0.2167 0.4 -0.8 0.4
H 4.0799 1.7845 -1.8360 0.0 0.0 0.1
H 2.2045 -3.3224 3.9458 0.0 0.0 0.0
H -3.2756 2.9311 -0.8695 0.0 0.0 0.0
H 8.1815 2.6911 1.7419 0.0 0.0 0.0
H 7.9924 0.3776 -0.1323 0.0 0.0 0.0
H -1.2838 3.9025 -1.8429 0.0 0.1 0.0
H -6.9051 -1.7316 0.1956 0.0 0.0 0.0
C -5.3460 -3.4476 -2.2593 0.1 0.0 -0.1
H 1.9726 5.1959 -0.2298 0.0 0.0 0.0
C -4.0929 -2.7783 -2.2632 0.0 -0.1 0.0
C -4.9328 -1.3476 -0.4846 0.2 0.0 -0.2
H -2.2897 -0.3152 4.7372 0.0 0.0 0.0
C -0.7681 1.9551 -4.7652 -0.1 0.0 -0.2
H -0.2546 1.0489 -5.0814 0.0 0.0 0.0
O 1.3063 -0.0332 2.1687 0.1 0.0 0.0
H -1.0457 -2.8939 -3.7655 0.0 0.0 0.0
C 1.6627 -1.1194 2.6281 -0.3 -0.1 -0.1
H -4.5839 1.9557 0.9969 0.0 0.0 0.0
H -0.4561 4.7734 -3.1594 0.0 0.0 0.0
C -2.7922 0.1773 3.9145 0.0 0.0 -0.1
C -1.6314 -1.4665 -2.2480 0.0 -0.1 -0.2
N 2.1060 0.0303 -0.7912 0.0 1.1 0.3
C -3.9454 0.9121 4.1438 0.0 0.0 0.0
O -0.4222 -1.5622 0.6744 0.2 0.0 -0.1
C 2.0567 4.1328 -0.4051 0.3 0.1 -0.2
H 0.1858 3.6462 0.5240 0.0 0.0 0.0
C 3.2574 2.2251 -1.2888 0.1 -0.2 -0.1
H -5.4945 -4.2723 -2.9473 0.0 0.0 0.0
H 5.3184 1.6083 2.9709 0.0 0.0 0.0
N 1.1681 1.9572 -0.1772 0.1 0.5 0.3
C 4.6682 -0.1393 0.1567 0.2 0.1 0.0
Cl 1.2572 -6.0028 4.1079 0.0 0.1 0.0
O 2.9267 -2.0764 0.1130 -0.1 -0.1 0.0
H -4.3467 0.9938 5.1455 0.0 0.0 0.0
H 3.4392 0.5561 1.7893 0.1 0.0 -0.1
O 3.8783 -1.2417 -2.0287 0.0 -0.1 0.0
H -4.7806 -0.5659 0.2454 0.0 0.1 0.0
H -0.5844 2.7608 -5.4785 0.0 -0.1 0.0
H -1.8360 1.7703 -4.6388 0.0 0.0 -0.1
C -1.0599 3.9020 -2.9084 -0.2 0.1 0.0
C -3.0499 -3.1960 -3.1277 -0.1 0.0 0.0
C 3.1570 3.5770 -1.0882 -0.1 0.1 0.1
C -6.1225 -2.0111 -0.4989 -0.1 -0.1 -0.1
C -6.3384 -3.0753 -1.4069 -0.1 0.1 0.2
C 6.7879 1.0704 1.5021 0.1 0.0 0.0
C -2.9271 0.6785 1.5434 0.2 0.0 0.5
C -0.6857 -3.7725 1.4290 -0.1 -0.3 0.0
H -1.9830 3.8912 -3.4867 0.0 0.0 0.1
Ge -2.3549 0.5767 -0.3132 -0.5 -0.5 -0.3
H -0.6685 -0.9761 -2.3081 0.0 0.1 0.1
C -0.0459 -2.5359 1.5062 -0.2 0.5 -0.4
H 8.8317 1.1187 2.1846 0.0 0.0 0.0
C -3.3657 1.9181 -1.2634 0.1 0.5 -0.1
O -0.5499 1.3570 -2.2302 -0.2 0.2 -0.2
C 5.9459 -0.1805 -0.3942 -0.1 0.1 0.2
C -2.2852 0.0626 2.6270 -0.3 0.1 0.0
H -5.4791 2.1285 3.2621 0.0 0.0 0.0
C -2.6077 -1.0267 -1.3939 -0.2 -0.2 0.0
C 0.7580 -4.6659 3.1318 0.0 -0.1 0.0
S 3.3848 -0.9861 -0.7068 -0.2 -0.1 -0.3
C 2.2443 1.3966 -0.7760 -0.1 -0.3 -0.2
H -3.0788 1.8875 -2.3105 -0.1 0.0 0.0
C -1.8457 -2.5649 -3.1143 0.1 0.1 0.1
H -7.2873 -3.5964 -1.4127 0.0 0.0 0.0
H 6.1080 -0.6805 -1.3395 0.0 0.0 0.0
C -0.2858 -4.8266 2.2288 -0.1 -0.1 0.0
```
Positions in Å, forces in eV/Å.

[3]
Molecular formula: C38H35ClMoN2Si2
Method: DFT, wB97M-V/def2-TZVPD

Output
**Multiplicity**: 3
**Energy above the lowest of the compared OMol25 structures with the same formula, charge and spin**: 4.8 kcal per mole
**HOMO-LUMO gap (alpha / beta)**: 6.135 / 5.837 eV
**Net charge**: +2
**⟨S²⟩**: 2.0852

Structure (XYZ):
```
79
Properties=species:S:1:pos:R:3:forces:R:3
H -0.8456 3.2342 6.1556 -0.2 0.0 -0.3
C 0.1521 2.3680 4.4634 -0.2 0.6 -0.9
C 2.0579 0.8984 4.4878 -0.1 0.2 0.5
H 0.2473 -1.6797 -6.8977 -0.2 0.1 0.3
C 2.9635 2.1484 -1.1543 0.6 0.6 -0.1
N 1.2194 1.6667 2.3590 0.4 -0.7 0.8
H -0.5200 4.0479 0.4558 0.3 -0.3 0.4
C -0.6612 3.1490 2.2894 -0.8 0.5 0.8
C 0.2075 -0.7304 -4.9500 -0.2 0.0 -0.1
C -1.0335 0.9651 -1.0404 -0.9 -1.5 0.1
C 0.5008 -4.5739 -2.0088 0.0 0.3 0.0
H 2.9577 0.5475 2.5383 -0.3 0.0 0.2
C 2.1067 -2.8799 1.8975 -0.2 0.2 0.1
H -4.4459 1.5843 -0.9670 0.3 -0.3 0.1
H 2.5500 -1.8514 -1.8458 -0.1 -0.2 -0.1
H 3.3339 1.3972 -1.8375 0.0 0.1 0.1
Cl -1.8494 -0.9403 3.9876 0.0 0.4 0.0
C -0.3806 -1.2461 -6.1151 0.0 0.1 0.3
C -0.5867 -0.1647 -3.9315 -0.1 0.3 0.0
C -1.6372 3.9287 2.9000 0.7 -0.5 -0.2
H 1.2882 -0.8275 -4.8010 -0.3 0.1 -0.2
H -2.2343 -1.6666 -7.1599 0.2 0.2 0.2
H 1.3215 4.9371 -0.2505 -0.2 -0.4 0.2
C -1.7729 -1.2233 -6.2761 0.2 0.2 0.2
H 0.5375 -5.6651 -2.0418 0.0 0.4 -0.1
C 0.7208 -4.7954 1.4834 0.1 0.0 -0.1
H -1.4211 2.7601 0.4632 0.0 -0.2 0.3
H 1.5546 3.3606 -2.4365 0.1 0.0 0.2
H -3.6508 -0.5939 -5.4017 0.3 -0.1 0.0
H -1.7706 -2.0422 -1.8415 0.3 -0.1 -0.1
H -2.3309 4.5242 2.2962 0.3 -0.2 0.2
C 0.2340 2.3565 3.0382 0.2 0.0 0.1
C -1.9749 -0.1449 -4.1184 0.1 -0.1 -0.3
H 1.0899 -1.0182 2.2603 -0.1 -0.4 -0.2
C 1.6785 -3.8232 -1.9790 -0.1 -0.1 0.1
H -1.6655 -4.4964 -1.9981 0.4 0.2 0.1
Si 0.2150 0.0955 -2.2080 -0.9 -2.6 -3.0
C 0.3941 -1.7621 -1.8874 -0.1 0.1 0.9
N -0.5359 3.1007 0.8523 -0.9 0.3 -0.5
C 2.6887 3.4470 0.7419 0.3 0.2 -1.0
H 2.7713 0.2593 5.0013 -0.1 0.3 0.0
C -2.1483 -0.2688 0.8136 -0.8 -0.1 0.7
H -2.6245 0.2134 -3.3228 0.0 -0.1 -0.3
C 3.3790 2.3079 0.2063 0.1 0.4 -0.7
C 2.1408 1.0081 3.0950 -1.1 0.5 -0.7
C -0.9995 0.0539 0.1173 0.2 0.4 -1.3
C 2.0038 3.1771 -1.4649 0.7 0.7 -0.3
C -0.8282 3.2012 5.0665 -0.2 0.1 -0.1
C 1.9891 -4.2631 1.7263 -0.3 0.3 -0.3
C 1.6251 -2.4278 -1.8828 -0.2 0.0 -0.3
H 4.1325 1.7071 0.6998 -0.2 0.1 0.0
C -0.4109 -3.9767 1.4945 0.1 0.0 0.1
H 1.0298 1.5992 6.2664 0.1 -0.2 -0.1
C 1.8435 3.9863 -0.2864 1.7 -0.3 -0.8
Mo 1.2026 1.8666 0.0897 -2.5 0.3 3.4
C -2.3836 1.4514 -1.4573 1.1 0.1 0.4
H -3.0334 -2.5588 2.0923 -1.2 -0.9 -0.3
C -3.3773 0.3217 0.4495 0.8 -0.2 0.3
H 3.0943 -2.4152 1.9181 -0.2 -0.2 0.3
Si -1.9370 -1.6854 2.0677 1.7 0.5 0.5
H -4.2750 0.1061 1.0270 0.1 -0.1 -0.2
C -2.5664 -0.6438 -5.2855 0.1 -0.1 0.1
C -0.7867 -2.5256 -1.8681 0.1 -0.6 -0.3
H 2.8444 3.8816 1.7220 -0.3 -0.2 0.0
H 2.8771 -4.9041 1.7322 -0.4 0.3 -0.1
H -0.4258 1.9601 -0.9169 1.0 0.8 -0.5
H 2.6420 -4.3354 -2.0381 -0.3 0.2 0.1
H -1.3921 -4.3935 1.2686 0.2 -0.1 0.1
C -0.7350 -3.9205 -1.9616 -0.1 0.3 0.2
C -1.7098 3.9567 4.3079 0.3 -0.3 0.5
C 1.0868 1.6014 5.1817 0.4 -0.4 -0.4
H -2.4697 2.0711 -2.3640 0.1 -0.3 0.6
C 0.9648 -2.0756 2.0007 0.2 -0.1 0.0
H 1.5564 0.6426 -2.3331 0.0 0.4 0.1
H -2.4597 4.5758 4.8042 0.3 -0.2 -0.2
H 0.6218 -5.8465 1.2184 0.0 0.2 0.2
C -3.4774 1.1618 -0.6804 -0.1 0.4 -0.3
C -0.3188 -2.6160 1.8156 -0.1 0.0 -0.2
H -0.1484 -0.6457 0.1574 -0.3 0.4 0.4
```
Positions in Å, forces in eV/Å.

> Among the records above, which one has the highest net charge?

C38H35BrIrNP2S

> Among the records above, which one has the highest multiplicity?

C38H35BrIrNP2S

> Which formula does entry 1 have?

C38H35BrIrNP2S